Here is one molecule with the formula C12H21N7O3 at a distorted geometry from OMol25. Energies are from the ωB97M-V functional and the def2-TZVPD basis.

Geometry as XYZ:
```
43
Properties=species:S:1:pos:R:3
H 1.239 -1.769 0.554
N 0.233 -1.697 0.359
C 0.101 -2.156 -0.892
N 1.025 -2.437 -1.881
N -1.214 -2.507 -1.271
C -2.414 -2.185 -0.566
C -2.895 -0.717 -0.813
C -3.246 -0.087 0.493
C -1.969 0.174 1.398
N -2.317 0.378 2.780
C -1.044 1.320 0.867
O -1.140 2.467 1.336
N -0.124 0.973 -0.099
C 0.802 1.968 -0.493
C 2.127 1.542 -0.949
C 2.869 0.595 -0.086
C 3.283 0.871 1.173
N 4.051 -0.204 1.612
C 3.987 -1.142 0.674
N 3.160 -0.763 -0.307
C 0.060 2.635 -1.692
O 0.163 2.253 -2.849
O -0.793 3.645 -1.332
H 0.744 -2.418 -2.866
H 2.008 -2.165 -1.670
H -1.294 -2.243 -2.268
H -2.151 -2.234 0.549
H -3.181 -2.924 -0.631
H -3.793 -0.697 -1.435
H -2.080 -0.162 -1.297
H -3.693 0.903 0.564
H -3.878 -0.658 1.107
H -1.344 -0.656 1.434
H -2.270 1.289 3.133
H -1.808 -0.231 3.390
H -0.006 -0.062 -0.225
H 0.816 2.761 0.321
H 2.735 2.461 -0.967
H 2.110 1.132 -1.930
H 3.241 1.769 1.773
H 4.380 -0.414 2.515
H 4.408 -2.104 0.899
H -0.887 3.495 -0.411
```

E_HOMO = -8.86 eV
E_tot = -29358.103 eV
LUMO energy = 0.480 eV
structure (SMILES) = [H]/N=C(\N)NCCC[C@H](N)C(=O)N[C@@H](Cc1c[nH]cn1)C(=O)O
relative energy (zero: lowest compared OMol25 entry of this formula, charge and spin) = 1.772 eV
max |F| = 3.760 eV Å⁻¹